{
  "formula": "C5H12NiO3",
  "method": "wB97M-V/def2-TZVPD",
  "species": ["C", "O", "H", "H", "H", "H", "C", "O", "C", "C", "O", "C", "H", "H", "H", "H", "H", "H", "H", "H", "Ni"],
  "coordinates": [[1.2776, -2.6969, 1.4316], [-0.0745, -2.3527, 1.6499], [1.6587, -2.2395, 0.5049], [1.9158, -2.3662, 2.2677], [1.3307, -3.7861, 1.3401], [-1.3653, -1.3191, 2.1026], [-0.2870, -0.9025, 1.8969], [-0.1078, -0.1044, 0.7671], [-1.0054, -0.2536, -0.3353], [-1.0908, 1.0734, -1.0413], [0.2319, 1.5257, -1.2783], [0.3070, 2.6986, -2.0721], [0.3622, -0.5271, 2.7072], [-2.0005, -0.5502, 0.0189], [-0.6183, -1.0329, -1.0050], [-1.6276, 1.8105, -0.4216], [-1.6261, 0.9506, -1.9954], [1.3417, 3.0586, -2.0241], [0.0396, 2.4650, -3.1128], [-0.3679, 3.4750, -1.6819], [1.7061, 1.0738, 0.2809]],
  "mulliken_spin": [0.023, 0.004, -0.004, -0.006, 0.002, 0.004, 0.031, 0.034, 0.009, 0.021, -0.036, 0.030, 0.007, 0.001, -0.001, -0.002, 0.002, -0.005, 0.003, 0.002, 1.882],
  "s2": 2.01,
  "molar_mass_da": 178.84,
  "total_energy_ev": -52560.215,
  "orbital_gap_ev": [5.91, 7.41],
  "spin_multiplicity": 3
}

---

{
  "formula": "C30H32AuFGeNO2Si",
  "method": "wB97M-V/def2-TZVPD",
  "species": ["Au", "C", "Si", "C", "C", "N", "C", "C", "C", "C", "C", "C", "F", "H", "H", "H", "H", "H", "H", "H", "H", "H", "H", "H", "H", "H", "O", "C", "O", "C", "C", "Ge", "C", "C", "C", "C", "C", "C", "C", "C", "C", "C", "C", "C", "C", "C", "C", "C", "C", "C", "H", "H", "H", "H", "H", "H", "H", "H", "H", "H", "H", "H", "H", "H", "H", "H", "H", "H", "H"],
  "coordinates": [[0.2016, -0.4157, -0.0539], [2.3679, -2.3310, -3.7197], [1.3267, -2.4242, -2.1436], [0.3921, -4.0661, -2.1209], [2.5568, -2.5073, -0.7343], [0.2829, -1.0475, -1.9853], [-0.5686, -0.6214, -2.9686], [-0.8644, -1.3810, -4.1233], [-1.7089, -0.9420, -5.1311], [-2.3311, 0.2931, -5.0520], [-2.0756, 1.0760, -3.9324], [-1.2284, 0.6288, -2.9453], [-1.0162, 1.4742, -1.9079], [3.0627, -3.1762, -3.7496], [2.9625, -1.4135, -3.7027], [1.7930, -2.3345, -4.6462], [1.1023, -4.8989, -2.1357], [-0.3023, -4.2006, -2.9520], [-0.1820, -4.1379, -1.1929], [3.2196, -3.3644, -0.8996], [2.0794, -2.6184, 0.2418], [3.1729, -1.6058, -0.6914], [-0.4258, -2.3647, -4.2202], [-1.8846, -1.5895, -5.9826], [-2.9960, 0.6433, -5.8305], [-2.5210, 2.0551, -3.8045], [0.0828, 0.2122, 1.8858], [0.4917, -0.5575, 2.8300], [1.0883, -1.6268, 2.7030], [0.1455, -0.0496, 4.2262], [0.6701, -0.9794, 5.3087], [-0.2406, -2.6985, 5.5836], [-1.5196, -3.4673, 4.3089], [-2.4667, -4.3291, 4.8743], [-3.4024, -4.9885, 4.0908], [-3.4159, -4.7899, 2.7165], [-2.4854, -3.9387, 2.1407], [-1.5402, -3.2885, 2.9258], [-1.3130, -2.4636, 7.2269], [-2.5167, -1.7579, 7.1648], [-3.2770, -1.5248, 8.3021], [-2.8468, -2.0001, 9.5342], [-1.6571, -2.7079, 9.6158], [-0.9006, -2.9351, 8.4713], [1.1083, -4.0534, 6.0154], [2.1953, -3.7262, 6.8269], [3.1569, -4.6705, 7.1587], [3.0492, -5.9674, 6.6745], [1.9798, -6.3076, 5.8588], [1.0198, -5.3573, 5.5341], [-0.9392, 0.0764, 4.2864], [0.5641, 0.9550, 4.3216], [0.6011, -0.4983, 6.2906], [1.7201, -1.2042, 5.1178], [-2.4846, -4.4872, 5.9480], [-4.1226, -5.6520, 4.5551], [-4.1463, -5.2980, 2.0985], [-2.4813, -3.7777, 1.0694], [-0.7962, -2.6615, 2.4543], [-2.8798, -1.3918, 6.2092], [-4.2074, -0.9749, 8.2256], [-3.4388, -1.8230, 10.4238], [-1.3162, -3.0892, 10.5711], [0.0211, -3.5008, 8.5549], [2.3036, -2.7140, 7.2051], [3.9929, -4.3924, 7.7891], [3.7999, -6.7064, 6.9261], [1.8945, -7.3139, 5.4668], [0.1948, -5.6372, 4.8881]],
  "mulliken_charge": [0.225, -1.064, 0.095, -0.898, -1.009, -0.252, 0.311, 0.184, -0.981, -0.358, -0.639, 0.496, -0.298, 0.302, 0.282, 0.360, 0.334, 0.378, 0.171, 0.316, 0.193, 0.271, 0.155, 0.366, 0.341, 0.400, -0.753, 0.648, -0.569, -0.655, -1.163, 1.863, 0.089, -0.463, -0.653, -0.480, -0.526, -0.411, -0.519, -0.038, -0.656, -0.393, -0.647, -0.066, -0.245, -0.447, -0.674, -0.404, -0.656, -0.111, 0.269, 0.459, 0.561, 0.526, 0.369, 0.383, 0.367, 0.440, 0.289, 0.336, 0.385, 0.357, 0.381, 0.312, 0.377, 0.374, 0.361, 0.376, 0.326],
  "charge": -1,
  "molar_mass_da": 755.25,
  "total_energy_ev": -108022.350,
  "orbital_gap_ev": 6.86
}

---

{
  "formula": "C2HFeO3",
  "method": "wB97M-V/def2-TZVPD",
  "species": ["O", "H", "O", "O", "C", "C", "Fe"],
  "coordinates": [[-2.0463, 0.0994, 0.2072], [-2.1512, 1.0669, 0.1377], [0.8386, 0.6254, 0.0641], [1.1736, -0.6881, -0.3981], [-0.8695, -0.3203, 0.0499], [-0.0056, -1.2769, -0.2373], [3.0604, 0.4936, 0.1764]],
  "mulliken_spin": [0.188, -0.006, 0.163, 0.138, 0.354, 0.388, 3.774],
  "s2": 8.76,
  "charge": 2,
  "molar_mass_da": 128.87,
  "total_energy_ev": -42588.846,
  "orbital_gap_ev": [7.46, 6.23],
  "spin_multiplicity": 6
}